[1]
86
Properties=species:S:1:pos:R:3 method="wB97M-V/def2-TZVPD" e_lumo_ev="-11.74 / -15.00" multiplicity=6 total_energy_ha=-7097.0772 s_squared=8.8296 homo_ev="-18.186 / -18.899" orbital_gap_ha="0.2370 / 0.1434" charge=+4
Ir -0.2664 0.2024 0.0920
Br -0.0513 5.7534 -4.7090
Se -0.6160 -0.4755 2.5829
P 1.6014 0.8788 -1.2589
P -0.7662 -2.1327 -0.4242
N 2.0125 -0.5919 3.5818
N -5.1618 -0.4920 2.9634
N 0.4060 -1.2911 4.9479
C 4.4551 0.1072 -1.5044
C -0.5683 -2.5368 -2.2435
C -2.4764 -2.8392 -0.1225
C 2.4454 1.1756 -4.0818
C 3.0071 -0.3644 -1.3212
C -0.9183 -1.5710 5.5107
C -1.4376 3.3324 -4.0026
C 0.2200 -3.5570 0.3024
C -2.8120 -2.9911 1.3659
C -0.4191 4.5242 -2.1353
C -2.0923 1.4051 0.5597
C -1.8604 2.3349 -3.1162
C -4.2070 0.0144 0.7902
C 2.5707 -0.9425 4.7597
C -3.1297 0.7377 1.3559
C 3.2015 3.3655 -1.4874
C 2.7205 -0.0144 2.4608
C -0.8527 3.5212 -1.2666
C 1.5738 -1.3723 5.6076
C 1.3046 1.2811 -3.0629
C 2.3991 2.4362 -0.5687
C -4.1597 0.2241 3.5067
C -0.6972 4.4146 -3.5089
C -1.5556 2.3833 -1.7351
C 1.7357 -3.4463 0.1390
C 0.6917 -0.8436 3.7012
C -5.1690 -0.5677 1.6202
C -3.1533 0.8522 2.7682
C -1.4238 -1.6470 -3.1503
C -1.9890 1.2904 -0.8522
H 2.9242 -0.9298 -0.3801
H 3.0124 2.1000 0.2891
H 2.5923 -0.6802 1.6166
H 3.5405 4.2546 -0.9243
H -4.1634 0.3063 4.6032
H -1.5429 -0.6510 5.4648
H -3.8743 -3.2532 1.5059
H 4.0952 2.8758 -1.9064
H -0.0330 -3.5937 1.3773
H -2.6391 0.5600 -1.3469
H 4.7579 0.7941 -0.6949
H -0.6256 3.6110 -0.2000
H -1.6702 3.2650 -5.0690
H -2.6285 -2.0486 1.9085
H -3.1907 -2.1442 -0.5969
H -1.2211 -1.8512 -4.2167
H 0.1371 5.3859 -1.7558
H -2.5638 -3.8100 -0.6495
H -2.5025 -1.8081 -2.9772
H 0.4790 0.6148 -3.3656
H -1.6947 2.3130 1.0303
H 2.1047 -2.5136 0.5967
H 2.3025 0.9846 2.2304
H 2.5818 3.7259 -2.3259
H 2.7216 -1.0799 -2.1155
H -2.3820 1.4349 3.2834
H 1.5561 2.9940 -0.1285
H -0.7927 -3.6090 -2.4090
H 0.5018 -2.3849 -2.4767
H 2.8687 0.1569 -4.1232
H 2.0618 1.4137 -5.0907
H -1.4176 -2.3756 4.9333
H 1.6865 -1.6850 6.6379
H 3.8051 0.0794 2.6856
H 5.1426 -0.7581 -1.4732
H -2.2075 -3.7850 1.8384
H 4.6125 0.6247 -2.4635
H 2.2489 -4.2948 0.6257
H -1.2059 -0.5838 -2.9517
H 0.8779 2.2974 -3.0724
H 3.6217 -0.8588 5.0053
H -4.3076 -0.0732 -0.2957
H -0.1572 -4.4981 -0.1439
H 2.0362 -3.4377 -0.9228
H 3.2661 1.8783 -3.8667
H -2.4331 1.4859 -3.5052
H -6.0031 -1.1278 1.1734
H -0.8399 -1.8771 6.5754



[2]
81
Properties=species:S:1:pos:R:3 method="wB97M-V/def2-TZVPD" e_lumo_ev="-3.21 / -3.21" multiplicity=4 total_energy_ha=-2869.2169 s_squared=3.7538 homo_ev="-8.648 / -8.658" orbital_gap_ha="0.1998 / 0.2002" charge=+1
Er -0.1728 -0.5775 0.0274
P 2.1137 -2.6182 2.4287
P -1.0633 -0.2834 -3.1443
C 0.0955 3.0138 -0.0762
C -0.1548 -0.5274 -4.7059
C -1.5139 -2.2032 -1.0834
C -4.2779 3.1708 -0.0852
C 1.4172 -3.5618 -1.3201
C -3.5404 3.6744 2.1766
C 2.8521 0.8099 -1.2049
C 0.4798 3.4582 2.4242
C -0.8314 4.1393 -0.3194
C -1.1376 -3.0986 0.0929
C -2.7328 -0.9013 -3.5762
C 0.6810 2.2078 -1.0826
C 0.8232 -1.4890 1.7757
C -2.9024 1.5549 1.1248
C 1.6965 -4.2240 0.0467
C -2.8490 2.4643 2.2116
C -4.2794 4.0227 1.0275
C -0.1184 -2.6484 1.2761
C 3.5603 -2.0454 1.5362
C -3.5781 1.9624 -0.0451
C 1.0466 -3.6816 1.3218
C 2.8814 1.5307 1.8649
C -2.2678 0.2253 1.2175
C 2.0606 -2.4450 4.2015
C 0.5250 2.4368 -2.5342
C 0.7295 2.7312 1.1583
C 1.1005 -2.0166 -1.4023
C -0.3435 -1.7684 -2.0041
C 1.7612 1.7899 0.9337
C 1.7141 1.4072 -0.4571
H 2.7866 -4.3262 0.1998
H -0.5924 3.4794 2.6567
H -3.0456 -1.8192 -3.0620
H -3.5716 1.3012 -0.9134
H -2.2302 -2.7582 -1.6905
H 1.5852 -3.3068 4.6853
H -4.8532 3.4463 -0.9729
H 1.0044 2.9828 3.2621
H -4.8766 4.9421 1.0215
H 3.4121 -2.0284 0.4421
H 2.5245 1.0567 2.7869
H -3.5461 4.3349 3.0557
H 1.0752 3.3396 -2.8503
H -0.8024 -4.0712 -0.2864
H -2.0673 -3.3436 0.6175
H -1.3985 4.3854 0.5849
H 0.8255 4.5019 2.3567
H 4.4081 -2.7128 1.7660
H -2.3027 2.1716 3.1127
H 1.3452 -5.2705 -0.0280
H -0.5322 2.5744 -2.7942
H 0.9301 -0.4607 -4.5389
H 0.9046 1.5943 -3.1206
H 1.8011 -1.5942 -2.1315
H -0.4259 0.2916 -5.3900
H 0.6271 -4.1218 -1.8355
H 2.5160 0.2982 -2.1180
H -3.4474 -0.1134 -3.2961
H 3.3954 0.0767 -0.5906
H 3.5820 1.5803 -1.5240
H -2.9880 -0.5853 0.9991
H -0.3914 -1.4972 -5.1685
H 3.8059 -1.0270 1.8704
H -0.2812 5.0442 -0.6287
H 3.6410 0.8894 1.4152
H 0.7650 -4.5441 1.9535
H 0.3217 -0.7976 2.4837
H -2.1248 -1.3258 -0.7153
H 1.4987 -1.5353 4.4563
H 1.4758 -1.6086 -0.4083
H -1.5467 3.8994 -1.1132
H 2.3227 -3.7212 -1.9242
H -2.8031 -1.0693 -4.6608
H 3.3827 2.4688 2.1503
H 3.0821 -2.3419 4.5952
H -1.8094 0.0582 2.2113
H -0.7739 -2.8102 2.1514
H -0.3827 -2.4363 -2.8769